[1]
{
  "formula": "C4H4N2O2",
  "method": "the ωB97M-V functional and the def2-TZVPD basis",
  "orbital_gap_ha": 0.3549,
  "e_above_lowest_ev": 10.8927,
  "fmax_ev_per_a": 5.32,
  "species": ["C", "C", "C", "C", "H", "H", "H", "H", "N", "N", "O", "O"],
  "xyz": [[1.615, -1.286, 1.614], [0.784, -0.231, 1.222], [-0.200, 0.655, -0.768], [-1.257, -0.044, -1.241], [2.405, -2.195, 0.578], [1.097, -1.505, 2.882], [-0.185, 0.254, 2.104], [-1.290, -1.354, -1.476], [-1.337, 2.150, -1.895], [-0.508, 2.162, -0.944], [0.926, 0.472, -0.116], [-2.050, 0.921, -1.961]],
  "forces_ev_per_a": [[-2.994, 0.196, -0.054], [-0.012, -0.362, 1.016], [-2.009, 2.904, 1.037], [0.568, -1.927, -1.869], [-2.390, 3.059, 3.630], [2.450, -0.158, -4.208], [3.389, -1.294, -3.326], [-0.381, 4.823, 0.836], [-1.215, 0.956, 2.782], [0.085, -3.890, -3.514], [0.181, -2.473, 3.346], [2.328, -1.834, 0.325]],
  "nbo_charge": [-0.486, 0.021, 0.309, -0.020, 0.283, 0.265, 0.236, 0.266, 0.140, -0.185, -0.501, -0.330]
}

---

[2]
{
  "formula": "C6H7N",
  "method": "the ωB97M-V functional and the def2-TZVPD basis",
  "orbital_gap_ha": 0.3501,
  "e_above_lowest_ev": 6.1019,
  "fmax_ev_per_a": 4.49,
  "species": ["C", "C", "C", "C", "C", "C", "N", "H", "H", "H", "H", "H", "H", "H"],
  "xyz": [[1.132, 0.704, -1.382], [0.769, -0.524, -1.602], [0.853, 1.800, -0.479], [-0.107, -0.144, -0.100], [-1.591, -0.357, -0.174], [0.702, -0.973, 0.873], [0.077, 1.199, 0.409], [1.132, 2.863, -0.551], [-1.994, 0.537, 0.449], [-1.825, -1.314, 0.302], [-1.960, -0.278, -1.148], [0.335, -1.980, 1.072], [0.763, -0.438, 1.821], [1.714, -1.096, 0.509]],
  "forces_ev_per_a": [[-1.764, -2.262, -0.177], [0.272, 2.593, 0.296], [-1.235, -1.282, 1.144], [1.800, -0.620, -0.025], [-0.012, 1.092, 2.281], [0.285, -0.846, 0.826], [1.631, 3.785, -1.792], [-0.027, -0.828, 0.371], [0.227, -1.787, -0.950], [-0.246, 0.186, -0.319], [-0.668, -0.036, -1.473], [-0.274, 0.055, -0.284], [-0.190, -0.118, 0.077], [0.202, 0.071, 0.025]],
  "mulliken_charge": [0.378, -0.803, -0.261, 1.972, -1.391, -1.679, -0.729, 0.371, 0.361, 0.277, 0.364, 0.360, 0.412, 0.366]
}

---

[3]
{
  "formula": "C21H23BrIrN7O3",
  "method": "the ωB97M-V functional and the def2-TZVPD basis",
  "orbital_gap_ha": [0.1440, 0.1429],
  "total_charge": 2,
  "e_above_lowest_ev": 2.2592,
  "fmax_ev_per_a": 3.88,
  "species": ["Ir", "Br", "C", "C", "C", "C", "C", "C", "N", "N", "C", "C", "C", "C", "O", "C", "N", "C", "C", "C", "C", "H", "H", "H", "H", "H", "H", "H", "H", "H", "N", "C", "C", "C", "C", "N", "C", "N", "N", "C", "O", "O", "H", "H", "H", "H", "H", "H", "H", "H", "H", "H", "H", "H", "H", "H"],
  "xyz": [[1.135, 0.605, 1.055], [-6.371, -5.228, -5.606], [-6.247, -4.070, -4.136], [-7.347, -3.291, -3.775], [-7.253, -2.443, -2.699], [-6.048, -2.352, -1.978], [-4.948, -3.166, -2.339], [-5.051, -4.011, -3.412], [-6.024, -1.558, -0.877], [-5.151, -1.186, -0.124], [-3.916, -0.692, -0.287], [-3.452, -0.200, -1.529], [-2.206, 0.352, -1.670], [-1.319, 0.428, -0.576], [-0.132, 0.896, -0.664], [-1.789, -0.047, 0.703], [-0.903, 0.031, 1.721], [-1.259, -0.381, 2.922], [-2.534, -0.892, 3.187], [-3.441, -0.997, 2.162], [-3.075, -0.567, 0.874], [-8.267, -3.369, -4.336], [-8.094, -1.833, -2.399], [-4.036, -3.128, -1.756], [-4.218, -4.637, -3.699], [-4.118, -0.252, -2.381], [-1.884, 0.734, -2.629], [-0.518, -0.315, 3.707], [-2.786, -1.199, 4.191], [-4.427, -1.411, 2.326], [2.308, 1.587, 2.738], [3.651, 1.004, 2.985], [4.776, 2.054, 2.945], [5.137, 2.824, 1.651], [6.080, 2.118, 0.647], [5.463, 1.316, -0.413], [4.649, 1.785, -1.338], [3.875, 0.942, -2.036], [4.546, 3.098, -1.565], [3.899, -0.174, 2.025], [4.994, -0.693, 1.980], [2.884, -0.511, 1.293], [2.384, 2.593, 2.625], [1.712, 1.430, 3.543], [3.670, 0.557, 3.981], [5.681, 1.567, 3.307], [4.501, 2.802, 3.693], [5.687, 3.703, 1.990], [4.233, 3.186, 1.152], [6.729, 1.442, 1.198], [6.724, 2.860, 0.168], [5.535, 0.312, -0.295], [3.999, -0.052, -1.918], [3.365, 1.255, -2.846], [5.200, 3.738, -1.148], [4.000, 3.437, -2.339]],
  "forces_ev_per_a": [[-1.914, -0.193, -0.379], [0.002, 0.116, 0.163], [-0.055, 0.033, 0.009], [0.054, -0.146, -0.254], [0.108, 0.195, 0.361], [1.211, -0.738, -0.593], [-0.245, 0.225, -0.039], [0.125, -0.141, -0.100], [-2.696, 0.044, -0.123], [1.163, 1.027, 0.958], [0.427, -0.730, -0.649], [-0.350, 0.177, -0.013], [0.070, 0.364, 0.218], [-1.874, -0.666, 1.021], [3.195, -0.590, 2.126], [0.415, 0.389, -1.567], [2.519, 1.263, -0.781], [-0.394, -0.398, 0.767], [0.654, 0.186, 0.200], [-0.151, 0.098, -0.703], [-0.107, -0.536, 0.520], [0.006, 0.024, -0.008], [0.017, -0.014, 0.068], [-0.005, -0.026, 0.005], [-0.032, -0.036, -0.015], [0.081, -0.049, 0.013], [0.054, -0.044, -0.028], [0.003, -0.010, -0.006], [0.046, 0.016, 0.003], [-0.047, 0.087, 0.021], [-0.896, -0.760, -0.321], [0.459, -0.356, -0.446], [-0.029, 0.074, 0.011], [-0.215, -0.538, -0.006], [0.033, 0.334, 0.153], [-0.105, -0.344, 0.601], [-0.262, -0.018, -0.306], [0.197, -0.034, 0.039], [0.025, -0.063, 0.083], [0.711, 0.873, 0.579], [-0.391, 0.163, -0.259], [-1.537, 0.209, -1.317], [-0.212, 0.037, -0.199], [0.052, 0.194, 0.128], [-0.060, 0.106, 0.045], [-0.037, -0.061, 0.101], [0.135, 0.015, 0.054], [-0.100, 0.075, -0.049], [0.032, 0.101, -0.088], [0.102, -0.037, -0.098], [0.040, -0.003, 0.075], [-0.190, 0.054, 0.025], [-0.120, 0.045, -0.014], [0.084, -0.040, 0.014], [0.018, 0.012, -0.015], [-0.015, 0.033, 0.019]],
  "nbo_charge": [1.103, 0.169, -0.018, -0.246, -0.105, -0.006, -0.110, -0.262, -0.002, -0.129, 0.160, -0.233, -0.173, 0.286, -0.597, 0.165, -0.448, 0.103, -0.253, -0.053, -0.112, 0.255, 0.252, 0.218, 0.246, 0.242, 0.246, 0.219, 0.258, 0.257, -0.795, -0.185, -0.409, -0.429, -0.238, -0.554, 0.675, -0.764, -0.770, 0.769, -0.602, -0.745, 0.409, 0.412, 0.246, 0.255, 0.224, 0.248, 0.197, 0.257, 0.211, 0.444, 0.431, 0.424, 0.429, 0.427]
}